The following is a quantum chemistry calculation of 3 unconnected molecules or ions with the total composition C44H45BN4O5P at a distorted geometry, from the OMol25 dataset.

Last column: Löwdin charge in e.
CARTESIAN COORDINATES (ANGSTROEM)
C1 0.417 -7.121 0.537  -0.02
C2 -0.772 -7.072 -0.404  -0.11
C3 -1.419 -5.551 -0.663  -0.20
N1 -0.580 -4.929 -1.750  0.01
C4 -0.772 -3.415 -1.847  -0.15
N2 -1.121 -2.610 -0.657  0.04
B1 0.006 -1.953 0.076  -0.47
C5 1.018 -2.938 0.974  -0.01
O1 0.369 -0.512 0.068  0.05
C6 -2.434 -1.936 -0.617  -0.34
C7 -2.962 -1.957 0.969  -0.04
C8 -3.620 -2.488 -1.590  -0.18
C9 -4.470 -3.780 -0.952  -0.13
N3 -0.544 -2.858 -3.083  -0.14
C10 -0.613 -1.392 -3.427  -0.16
C11 0.823 -0.575 -3.162  -0.13
C12 0.690 1.070 -3.059  -0.02
C13 2.025 2.023 -2.755  -0.03
C14 3.528 1.323 -2.571  -0.04
C15 3.589 -0.327 -2.713  -0.05
C16 2.286 -1.297 -3.003  -0.02
P1 -0.097 -3.972 -4.450  0.78
N4 1.420 -4.545 -4.327  -0.30
H1 1.385 -6.516 0.263  0.07
H2 0.398 -7.693 1.572  0.08
H3 -1.203 -8.051 -0.899  0.11
H4 -2.500 -5.748 -1.074  0.12
H5 -1.376 -5.020 0.378  0.12
H6 0.417 -5.064 -1.440  0.12
H7 1.855 -2.339 1.534  0.08
H8 1.470 -3.704 0.178  0.08
H9 0.313 -3.564 1.672  0.08
H10 -0.419 0.070 -0.145  0.10
H11 -2.293 -0.781 -0.868  0.14
H12 -4.144 -1.801 1.017  0.11
H13 -2.438 -1.153 1.638  0.10
H14 -2.774 -3.075 1.343  0.10
H15 -4.434 -1.616 -1.650  0.14
H16 -3.306 -2.677 -2.714  0.11
H17 -5.430 -3.324 -0.408  0.09
H18 -3.878 -4.354 -0.123  0.06
H19 -4.893 -4.461 -1.812  0.09
H20 -0.756 -1.336 -4.612  0.13
H21 -1.515 -0.802 -2.977  0.13
H22 -0.363 1.579 -3.178  0.09
H23 1.962 3.205 -2.640  0.08
H24 4.488 1.990 -2.335  0.10
H25 4.652 -0.850 -2.579  0.10
H26 2.418 -2.458 -3.055  0.06
H27 -0.969 -5.153 -4.377  0.04
H28 -0.350 -3.281 -5.700  0.03
H29 1.954 -4.269 -5.195  0.00
C17 1.714 0.383 3.344  -0.07
C18 0.786 0.554 4.371  -0.06
C19 1.125 0.213 5.682  0.01
C20 2.392 -0.312 5.964  -0.08
C21 3.311 -0.506 4.933  -0.08
C22 2.975 -0.147 3.621  0.00
C23 4.632 -1.105 5.212  -0.28
O2 5.440 -1.273 4.307  0.10
C24 4.960 -1.508 6.594  -0.09
C25 6.186 -2.131 6.862  0.01
C26 6.511 -2.503 8.168  -0.05
C27 5.618 -2.247 9.209  -0.05
C28 4.394 -1.632 8.944  0.01
C29 4.060 -1.271 7.631  -0.09
C30 2.748 -0.654 7.356  -0.28
O3 1.961 -0.432 8.269  0.10
H30 1.453 0.658 2.324  0.09
H31 -0.201 0.955 4.153  0.10
H32 0.398 0.354 6.479  0.12
H33 3.692 -0.282 2.813  0.12
H34 6.890 -2.331 6.056  0.12
H35 7.461 -2.991 8.374  0.11
H36 5.874 -2.530 10.228  0.11
H37 3.700 -1.439 9.760  0.12
C31 0.844 6.093 -1.789  -0.06
C32 0.197 4.931 -1.369  -0.09
C33 -1.149 4.730 -1.680  0.00
C34 -1.854 5.701 -2.401  -0.09
C35 -1.214 6.874 -2.799  -0.08
C36 0.142 7.065 -2.502  0.02
C37 -1.961 7.926 -3.518  -0.28
O4 -1.399 8.955 -3.871  0.11
C38 -3.397 7.724 -3.797  -0.09
C39 -4.131 8.738 -4.426  0.01
C40 -5.486 8.550 -4.706  -0.05
C41 -6.108 7.349 -4.367  -0.05
C42 -5.381 6.339 -3.736  0.01
C43 -4.025 6.531 -3.441  -0.09
C44 -3.273 5.472 -2.740  -0.28
O5 -3.820 4.417 -2.439  0.08
H38 1.895 6.245 -1.555  0.11
H39 0.741 4.179 -0.802  0.10
H40 -1.646 3.818 -1.353  0.11
H41 0.652 7.972 -2.822  0.13
H42 -3.652 9.678 -4.697  0.12
H43 -6.055 9.341 -5.190  0.11
H44 -7.162 7.199 -4.592  0.11
H45 -5.875 5.406 -3.470  0.12

Atomic forces in eV per Å
C -2.604 0.079 -1.883
C 2.729 0.410 2.424
C 0.446 -2.678 -0.288
N 0.085 3.692 1.166
C 0.835 0.101 0.011
N -0.003 -1.038 -2.864
B 2.969 1.417 1.437
C -0.498 -0.005 -1.263
O -3.172 -2.742 0.061
C -2.152 2.374 0.575
C -0.612 -1.093 -0.571
C -1.199 0.172 0.197
C -0.776 0.915 0.160
N -1.318 -0.989 2.048
C 1.279 2.081 -1.517
C 2.721 2.295 0.946
C 3.739 -1.474 0.671
C 0.843 -3.984 -0.183
C -4.233 -2.641 -0.887
C -2.407 1.541 -0.136
C -0.565 4.646 0.503
P 2.979 -2.875 -0.470
N -1.933 1.601 -1.291
H -2.387 -0.108 1.299
H 0.541 0.087 -3.002
H 0.044 2.175 1.956
H 2.125 0.668 0.989
H -0.254 -0.793 -2.252
H -0.894 0.163 -0.859
H -1.671 -1.428 -1.071
H -0.591 1.421 1.866
H 1.555 1.142 -1.066
H 1.459 -0.855 -0.007
H -0.330 -2.218 0.268
H 2.710 -0.123 -0.194
H -0.850 -1.681 -1.310
H -0.254 2.632 -0.488
H 2.030 -1.777 0.094
H -0.347 0.266 2.369
H 2.150 -1.075 -1.179
H -1.134 0.933 -1.907
H 1.098 1.173 1.812
H 0.150 -0.273 2.622
H 1.754 -1.480 -0.477
H 2.324 -1.096 0.248
H -0.132 -2.935 -0.406
H -2.402 -1.797 -0.624
H -2.673 1.240 -0.358
H -0.320 2.456 0.028
H 0.075 1.791 0.279
H -0.387 -0.069 1.183
H -0.537 -0.175 1.355
C 0.274 -0.128 0.127
C 0.217 -0.150 0.324
C -0.139 0.085 -0.308
C -0.410 0.216 -0.505
C -0.466 0.250 -0.412
C -0.315 0.096 -0.051
C 1.056 -0.240 -0.963
O -0.516 0.100 0.461
C 0.408 -0.283 0.386
C 0.093 -0.097 0.305
C -0.186 0.149 -0.328
C -0.285 0.158 -0.180
C 0.255 -0.142 0.053
C 0.384 -0.237 0.431
C -0.926 0.232 1.288
O 0.487 -0.142 -0.663
H 0.078 -0.080 0.154
H 0.172 -0.042 0.074
H 0.319 -0.080 -0.066
H -0.039 -0.031 0.309
H -0.286 0.146 0.096
H -0.181 0.105 -0.062
H -0.068 0.066 -0.195
H 0.057 0.017 -0.329
C -0.242 0.185 -0.183
C -0.378 0.043 -0.145
C 0.371 0.034 0.050
C 0.556 -0.171 0.277
C 0.592 -0.279 0.310
C 0.148 -0.220 0.157
C 0.605 1.399 -0.517
O -0.332 -0.738 0.265
C -0.560 0.250 -0.228
C -0.304 -0.032 -0.069
C 0.378 -0.063 0.116
C 0.273 -0.200 0.159
C -0.161 0.230 -0.133
C -0.524 0.141 -0.214
C -0.765 -1.101 0.286
O 0.356 0.470 -0.145
H -0.195 0.008 -0.039
H -0.117 0.129 -0.054
H -0.051 0.286 -0.149
H -0.290 -0.156 0.019
H 0.038 -0.312 0.123
H 0.136 -0.147 0.094
H 0.209 0.015 0.054
H 0.272 0.190 0.013

Summary:
Orbital gap (eV): 6.6
Multiplicity: 1
Lowest unoccupied orbital energy (Eh): -0.1619
E_HOMO (eV): -11.0
Charge: +1



The following is a quantum chemistry calculation of a single C4H9NO4 molecule at a distorted geometry, from the OMol25 dataset.

Last column: Löwdin charge in e.
CARTESIAN COORDINATES (ANGSTROEM)
C1 -1.490 0.336 -0.114  -0.46
C2 0.900 1.710 -0.691  -0.09
C3 0.030 -1.699 0.592  -0.16
C4 -0.039 -0.170 0.592  -0.46
N1 1.041 0.329 -0.243  -0.04
O1 -1.813 -0.315 -1.204  0.15
O2 -2.111 1.201 0.425  0.13
O3 0.090 -2.175 -0.737  -0.07
O4 -0.057 0.336 1.891  0.03
H1 0.028 1.788 -1.339  0.08
H2 0.789 2.427 0.131  0.09
H3 1.784 1.970 -1.271  0.08
H4 -0.864 -2.122 1.053  0.14
H5 0.904 -2.017 1.172  0.13
H6 1.903 0.241 0.288  0.13
H7 -1.217 -1.089 -1.344  0.10
H8 0.872 -1.770 -1.140  0.10
H9 -0.748 1.017 1.938  0.10

Atomic forces in eV per Å
C 2.707 -1.301 1.410
C 0.060 0.067 0.041
C 0.019 0.339 0.449
C -1.944 0.966 -1.089
N -0.009 -0.198 0.245
O -0.641 -0.005 -0.537
O -0.375 0.227 -0.219
O -0.036 -0.295 -0.321
O 0.215 -0.223 0.058
H 0.067 0.086 -0.064
H -0.005 -0.034 -0.044
H -0.049 0.072 -0.015
H 0.093 0.045 -0.002
H -0.035 -0.001 -0.008
H -0.063 -0.064 -0.006
H 0.109 0.259 0.205
H -0.071 0.109 0.016
H -0.043 -0.049 -0.118

Summary:
Orbital gap (eV): 10.7
SMILES: CN[C@](O)(CO)C(=O)O
Multiplicity: 1
Lowest unoccupied orbital energy (Eh): 0.0265
E_HOMO (eV): -10.0